1.
Entry from the Open Molecules 2025 dataset: 2 unconnected molecules or ions with the total composition C3H4O2 (ωB97M-V with the def2-TZVPD basis set).

Atoms and positions in Å:
O 1.7795 -0.1258 2.7133
O 1.0091 1.0649 1.0544
C -1.3221 -0.3742 -1.1404
C -1.3158 0.4559 -0.2804
C 1.1378 -0.0623 1.7160
H -1.3992 -1.2447 -1.7536
H 0.4663 -0.9734 1.4051
H -1.4485 1.3934 0.2746
H 0.2112 1.0099 0.3836

Summary:
Spin multiplicity: 3
Expectation value of S²: 2.00
LUMO level (spin up / spin down): 0.8142 / -4.0224 eV
Total charge: 0
Highest occupied orbital energy (spin up / spin down): -6.26 / -10.39 eV
Frontier orbital gap (spin up / spin down): 7.08 / 6.37 eV



2.
Entry from the Open Molecules 2025 dataset: 2 unconnected molecules or ions with the total composition C3H4O2S (ωB97M-V with the def2-TZVPD basis set).

Atoms and positions in Å:
S 1.7986 -1.1709 -1.1210
O -1.0018 -1.2534 -0.5006
O 2.1853 -0.5992 -2.4301
C 1.4593 0.0778 -0.1712
C -1.4453 -0.4211 0.1950
C -1.7592 0.5497 0.9797
H 1.2690 1.0491 -0.5981
H 1.2291 -0.1093 0.8954
H -2.7692 0.8630 1.1921
H -0.9659 1.0142 1.5588

Summary:
Spin multiplicity: 1
LUMO level: -0.2871 eV
Total charge: 0
Highest occupied orbital energy: -9.56 eV
Frontier orbital gap: 9.27 eV



3.
Entry from the Open Molecules 2025 dataset: C3H4O2S in the gas phase (ωB97M-V with the def2-TZVPD basis set).

Atoms and positions in Å:
S 3.1454 0.2716 0.0372
O 1.5686 0.7126 -0.0335
O 3.3860 -1.1710 0.0354
C 0.4746 -0.0537 0.0052
C -0.8151 0.5433 -0.0105
C -1.9937 -0.1137 0.0728
H -2.2832 -1.2255 -0.0377
H -2.8334 0.5777 0.1479
H -1.0465 1.5349 -0.3003
H 0.3974 -1.0762 0.0836

Summary:
Spin multiplicity: 1
LUMO level (spin up / spin down): -0.1919 / -0.8517 eV
Total charge: 0
Highest occupied orbital energy (spin up / spin down): -8.53 / -7.61 eV
Frontier orbital gap (spin up / spin down): 8.34 / 6.76 eV



4.
Entry from the Open Molecules 2025 dataset: C3H4O2S in the gas phase (ωB97M-V with the def2-TZVPD basis set).

Atoms and positions in Å:
S -0.5091 -1.1617 -1.8562
O -0.2347 2.1607 1.4505
O 1.1877 -0.2098 1.5434
C 0.3538 -0.0344 0.6500
C 0.3024 -1.0978 -0.4516
C -0.5296 1.2058 0.5177
H 0.7228 2.1383 1.4548
H 1.0399 -1.8795 -0.2981
H -0.5051 1.5882 -0.5426
H -1.4949 0.6905 0.8390

Summary:
Spin multiplicity: 1
LUMO level: -1.6570 eV
SMILES: O=C(C=S)CO
Total charge: 0
Highest occupied orbital energy: -9.40 eV
Frontier orbital gap: 7.75 eV



5.
Entry from the Open Molecules 2025 dataset: C3H4O2S2 in the gas phase (ωB97M-V with the def2-TZVPD basis set).

Atoms and positions in Å:
S 0.6791 2.6576 -1.3232
S -1.4570 -2.4614 1.0631
O 0.6349 -1.2575 -0.1976
O -0.7643 0.8701 0.0908
C -0.1685 -1.4376 0.7752
C 1.4216 0.0318 0.0106
C 0.4901 1.1955 -0.3135
H -1.2355 1.7555 -0.1503
H 1.5495 0.2780 1.2288
H 0.3905 -0.7918 1.6630
H 2.3191 -0.0187 -0.5576

Summary:
Spin multiplicity: 1
LUMO level: -1.0463 eV
SMILES: OC(=S)COC=S
Total charge: 0
Highest occupied orbital energy: -8.85 eV
Frontier orbital gap: 7.81 eV



6.
Entry from the Open Molecules 2025 dataset: a molecular structure, C3H4O2Yb (ωB97M-V with the def2-TZVPD basis set).

Atoms and positions in Å:
Yb -0.7365 -1.0305 1.5881
O 1.9961 -0.6629 1.2004
O 0.8466 -0.2275 -0.5012
C -1.1305 0.3798 -1.1997
C 1.9453 0.0984 0.0492
C -1.6356 0.6273 0.0336
H -1.3075 -1.1518 -0.9817
H -1.2809 1.0219 -2.0778
H 2.8884 -0.7364 1.5519
H -1.5852 1.6817 0.3372

Summary:
Spin multiplicity: 1
LUMO level: -1.5157 eV
Total charge: 0
Highest occupied orbital energy: -7.19 eV
Frontier orbital gap: 5.67 eV



no.,largest force on an atom (hartree/bohr)
1,0.2520
2,0.0489
3,0.0619
4,0.0470
5,0.1117
6,0.1265